ORCA calculation (ωB97M-V/def2-TZVPD) on a molecular structure, C35H28Cl2N5O3Y.

Positions of all 74 atoms, in Å:
Y1 -0.225944 0.047832 0.209991
C1 -2.527935 3.097585 -2.862851
C2 -2.242976 2.133194 -1.890812
N1 -1.047058 1.608084 -1.708767
C3 -0.022233 2.049220 -2.477723
C4 -0.201213 3.093469 -3.428357
C5 -1.505779 3.585436 -3.626120
C6 0.908439 3.607144 -4.119827
C7 2.166244 3.188935 -3.771070
C8 2.352305 2.154045 -2.858805
C9 1.279304 1.458209 -2.305115
N2 1.373232 0.281996 -1.599674
C10 2.341101 -0.633885 -1.887064
C11 3.220794 -0.602986 -2.976535
C12 4.198750 -1.566395 -3.179692
C13 4.338048 -2.638674 -2.335766
C14 3.432131 -2.788179 -1.277803
C15 3.472293 -3.902986 -0.415042
C16 2.549955 -4.013778 0.587937
C17 1.572901 -3.020483 0.712484
N3 1.500292 -1.958742 -0.069006
C18 2.419544 -1.805662 -1.049112
H1 -3.537068 3.452089 -2.989328
H2 -3.037914 1.789818 -1.247137
H3 -1.677653 4.356896 -4.361881
H4 0.755161 4.350230 -4.886099
H5 3.032537 3.640054 -4.235788
H6 3.358919 1.891847 -2.570962
H7 3.143543 0.180924 -3.709404
H8 4.871943 -1.459393 -4.017142
H9 5.106024 -3.380685 -2.488323
H10 4.232551 -4.658720 -0.553844
H11 2.554104 -4.853585 1.265985
H12 0.817180 -3.106790 1.481120
N4 1.294664 1.857635 4.069558
C19 1.040442 1.083024 3.007198
O1 1.028425 1.565114 1.868759
C20 0.762751 -0.376420 3.273475
C21 -0.427224 -0.809812 2.392015
H13 1.446806 2.845223 3.934034
H14 1.272824 1.494466 5.007635
H15 0.572673 -0.529974 4.346529
H16 1.655622 -0.950333 2.999732
H17 -1.319274 -0.351559 2.842703
H18 -0.572867 -1.889099 2.514951
Cl1 -3.252309 0.358414 -5.059076
C22 -4.680548 1.241243 -4.627733
C23 -5.155134 2.227057 -5.472072
C24 -6.214656 3.023618 -5.075436
C25 -6.790186 2.835836 -3.831608
C26 -6.343050 1.819111 -3.012427
Cl2 -7.097301 1.560259 -1.475436
C27 -5.282011 0.977667 -3.387448
N5 -4.797930 0.040431 -2.510571
C28 -4.527375 -1.294255 -2.798866
C29 -5.097959 -1.899919 -3.918976
C30 -4.881846 -3.233112 -4.196796
C31 -4.121546 -4.002094 -3.334283
C32 -3.558550 -3.409698 -2.220885
C33 -3.726252 -2.059125 -1.938597
C34 -2.894326 -1.495848 -0.815103
C35 -3.378073 -0.294377 0.043700
O2 -4.569673 -0.053556 0.179329
O3 -2.430223 0.365541 0.576323
H19 -4.673060 2.389618 -6.420701
H20 -6.584914 3.796985 -5.727925
H21 -7.587844 3.474839 -3.494227
H22 -5.036718 0.196712 -1.527200
H23 -5.719647 -1.301184 -4.568653
H24 -5.325853 -3.670260 -5.075941
H25 -3.958343 -5.049460 -3.532453
H26 -2.950665 -4.003121 -1.552187
H27 -1.918505 -1.189123 -1.254664
H28 -2.698413 -2.296447 -0.089898

Cartesian forces (eV/Å) of the 3 atoms listed first:
0.52 0.79 -0.35
0.20 0.23 -0.23
-0.02 -0.20 0.14

Max |F|: 1.17 eV/Å
Lowest unoccupied orbital energy: -0.12 eV
2S+1: 1

---

ORCA calculation (ωB97M-V/def2-TZVPD) on a molecular structure, C28H32N5O3RuSSe2.

Positions of all 72 atoms, in Å:
Ru1 -0.877417 1.185163 0.004255
N1 2.973114 -0.737946 0.084821
C1 1.872498 -0.114898 -0.332530
N2 0.819339 0.069147 0.406450
C2 0.781165 -0.449796 1.700433
N3 -0.256116 -0.303033 2.469062
N4 -1.210530 0.463099 1.848179
C3 -2.290517 0.802195 2.437544
C4 -3.168066 1.700105 1.678228
C5 -4.368152 2.165801 2.184059
C6 -5.113858 3.063386 1.434337
C7 -4.626665 3.481292 0.210250
C8 -3.415456 2.974194 -0.239070
N5 -2.712107 2.092624 0.461572
C9 1.948964 -1.170884 2.187748
C10 2.007611 -1.713779 3.476437
C11 3.148523 -2.352729 3.905580
C12 4.252428 -2.462504 3.052293
C13 4.212963 -1.936503 1.781301
C14 3.056312 -1.286406 1.351886
H1 3.721153 -0.888457 -0.571978
H2 1.853432 0.268133 -1.346402
H3 -2.522128 0.486691 3.448600
H4 -4.703885 1.831268 3.155987
H5 -6.055026 3.440188 1.811256
H6 -5.163039 4.196477 -0.396584
H7 -2.971626 3.281818 -1.175420
H8 1.144405 -1.606528 4.118504
H9 3.195453 -2.766550 4.903612
H10 5.147649 -2.966071 3.392577
H11 5.062538 -2.020019 1.115248
O1 -0.518473 -0.172193 -5.117526
C15 -1.224039 -0.637842 -3.970733
C16 -2.387906 0.278072 -3.593774
C17 -3.395845 0.333096 -4.757519
O2 -3.953145 -0.928061 -5.102905
C18 -1.912680 1.721738 -3.402551
Se1 -0.337824 2.028816 -2.268504
C19 -3.128714 -0.251886 -2.363558
Se2 -2.035964 -0.810867 -0.841051
H12 0.075977 0.523824 -4.812147
H13 -0.552031 -0.738091 -3.118219
H14 -1.597741 -1.636782 -4.208552
H15 -2.909118 0.786008 -5.625671
H16 -4.238801 0.966941 -4.470783
H17 -3.303071 -1.405804 -5.626457
H18 -2.746220 2.318754 -3.028067
H19 -1.638469 2.143655 -4.370596
H20 -3.687933 -1.144898 -2.642626
H21 -3.852765 0.494757 -2.027854
S1 0.064611 3.136617 1.080954
C20 1.798611 2.796402 1.167974
C21 2.607884 3.019991 0.050371
C22 3.967692 2.743910 0.091155
C23 4.548318 2.237544 1.247853
C24 3.754320 2.019629 2.366485
C25 2.394908 2.299403 2.328505
H22 2.153805 3.413823 -0.851172
H23 4.577611 2.933748 -0.784299
H24 5.610670 2.030070 1.281911
H25 4.195793 1.632186 3.277559
H26 1.775945 2.132235 3.202162
C26 2.056352 -5.002876 1.133029
C27 1.280967 -3.963115 0.359853
C28 -0.158084 -3.768342 0.749984
O3 1.802252 -3.313250 -0.520175
H27 1.573695 -5.977260 1.041205
H28 2.053948 -4.741324 2.194498
H29 3.079000 -5.058049 0.768422
H30 -0.668075 -4.731124 0.813934
H31 -0.668154 -3.116016 0.043849
H32 -0.200265 -3.318913 1.746800

Cartesian forces (eV/Å) of the 3 atoms listed first:
0.14 0.41 -0.08
0.01 0.00 -0.02
-0.01 0.01 0.01

Max |F|: 0.44 eV/Å
Lowest unoccupied orbital energy (alpha / beta): -1.02 / -1.29 eV
2S+1: 2

---

ORCA calculation (ωB97M-V/def2-TZVPD) on 4 unconnected molecules or ions with the total composition C3H15NO3.

Positions of all 22 atoms, in Å:
C1 0.439253 -2.093753 1.007697
C2 1.147265 -1.794316 -0.353045
C3 0.666116 -0.521742 -1.096837
N1 -0.907503 -2.395865 0.590780
H1 0.963930 -2.868142 1.627876
H2 0.440898 -1.105683 1.461908
H3 2.258693 -1.660936 -0.174300
H4 1.078569 -2.674621 -0.986156
H5 -0.377973 -0.331293 -0.907570
H6 1.336447 0.256158 -0.723925
H7 0.881332 -0.528999 -2.152519
H8 -1.073629 -2.913907 -0.274346
H9 -1.557503 -2.751358 1.305145
H10 0.290028 2.526141 -1.121719
H11 -0.904425 2.732276 -2.158080
O1 -0.573537 2.219094 -1.415815
H12 -3.715321 0.870615 0.400984
H13 -2.287563 0.775396 -0.190814
O2 -2.904439 0.355165 0.420655
H14 2.029791 3.485274 1.140426
H15 1.027796 4.091268 2.101273
O3 1.741772 4.329228 1.498382

Cartesian forces (eV/Å) of the 3 atoms listed first:
0.67 1.43 -3.16
2.02 -0.22 0.02
1.12 -0.57 1.20

Max |F|: 3.53 eV/Å
Lowest unoccupied orbital energy (alpha / beta): -3.31 / -8.60 eV
Total charge: +1
2S+1: 2

---

ORCA calculation (ωB97M-V/def2-TZVPD) on 2 unconnected molecules or ions with the total composition C5H13NO.

Positions of all 20 atoms, in Å:
C1 -1.778316 -1.146366 0.772462
C2 -0.417148 -1.329296 0.651301
C3 0.329455 -0.647943 -0.590247
C4 -0.458800 -0.394834 -1.882838
N1 0.481432 -1.774122 1.719734
C5 1.444334 -0.723666 2.170625
H1 -2.479392 -1.841788 1.240922
H2 -2.269358 -0.456360 0.089816
H3 1.081183 -1.445036 -0.767825
H4 0.864873 0.236808 -0.171260
H5 -1.441304 0.193425 -1.759835
H6 -0.677523 -1.300122 -2.508559
H7 0.096825 0.143406 -2.629889
H8 0.026328 -1.941370 2.678028
H9 2.012889 -0.584794 1.160579
H10 0.847669 0.133637 2.601766
H11 2.127094 -1.282710 2.741399
O1 0.159896 4.883380 -2.195678
H12 0.652791 4.231814 -1.695238
H13 -0.602932 5.045944 -1.625268

Cartesian forces (eV/Å) of the 3 atoms listed first:
1.24 -1.13 -0.84
-1.07 2.50 0.87
0.06 -1.25 1.72

Max |F|: 4.29 eV/Å
Lowest unoccupied orbital energy: 0.61 eV
2S+1: 1

---

ORCA calculation (ωB97M-V/def2-TZVPD) on C4H9NO2 in the gas phase.

Positions of all 16 atoms, in Å:
C1 -0.458151 -0.916296 -1.360980
C2 0.432504 -0.587648 -0.171019
C3 1.130622 0.765219 -0.348658
O1 2.073856 1.048407 0.650707
N1 -0.393055 -0.758585 1.047411
C4 -1.423785 0.196359 1.245165
O2 -0.255654 0.378279 1.978534
H1 -1.014641 -1.840315 -1.177890
H2 0.136903 -1.035662 -2.270372
H3 -1.180897 -0.108606 -1.529507
H4 1.225675 -1.337034 -0.072463
H5 1.686566 0.709464 -1.291834
H6 0.393127 1.578039 -0.463020
H7 1.569972 1.117239 1.473642
H8 -2.285400 -0.144173 1.819014
H9 -1.637641 0.935312 0.471270

Cartesian forces (eV/Å) of the 3 atoms listed first:
-0.05 0.00 -0.06
0.18 0.03 -0.06
-0.25 -0.09 -0.30

Max |F|: 0.40 eV/Å
Lowest unoccupied orbital energy: 0.96 eV
2S+1: 1

---

ORCA calculation (ωB97M-V/def2-TZVPD) on a molecular structure, C4H5BS.

Positions of all 11 atoms, in Å:
B1 1.244037 -1.866725 0.921287
C1 -1.039433 1.569324 -0.386779
C2 -0.822518 0.183400 -0.101042
C3 0.084726 2.340437 -0.013087
C4 0.397913 -0.076423 0.393432
S1 1.343365 1.345451 0.633639
H1 0.420957 -2.779263 0.666460
H2 2.317315 -1.798202 1.103316
H3 -1.818799 1.848711 -1.014017
H4 -1.445048 -0.623732 -0.597090
H5 0.328821 3.429537 0.219456

Cartesian forces (eV/Å) of the 3 atoms listed first:
-5.86 2.89 -3.03
3.12 0.09 1.11
-1.15 -0.48 -2.18

Max |F|: 7.21 eV/Å
Lowest unoccupied orbital energy: -0.50 eV
2S+1: 1